[1]
The following is a DFT calculation (ωB97M-V/def2-TZVPD) of 2 unconnected molecules or ions with the total composition C6H9N.

Last column: Löwdin charge in e.
CARTESIAN COORDINATES (ANGSTROEM)
N: 0.84004 1.39910 -1.18932  0.1388
C: 1.00526 0.61717 0.10187  -0.2378
C: 1.74723 0.53445 -1.13698  -0.0922
C: -0.05513 -0.40384 0.47101  -0.4494
C: 0.26263 -1.13452 1.76661  -0.0529
C: -0.82051 -1.07502 -0.62912  0.0111
C: -1.47960 -0.19084 0.04941  0.0051
H: 1.21468 -1.67474 1.70008  0.0778
H: -2.39456 0.35200 0.23010  0.0968
H: 2.48568 0.09646 -1.79641  0.1111
H: -2.02463 2.30003 -1.90189  0.0232
H: -0.78144 -1.79595 -1.43104  0.1010
H: -1.29543 2.17902 -1.79799  -0.0081
H: -0.52508 -1.85641 1.99999  0.0784
H: 1.43162 1.18086 0.93461  0.1210
H: 0.33872 -0.43621 2.60934  0.0761

Output
structure (SMILES): CC1([C@H]2C=N2)C=C1.[H][H]
relative energy (zero: lowest compared OMol25 entry of this formula, charge and spin): 129.29 kcal per mole
HOMO-LUMO gap: 10.6 eV
HOMO: -9.472 eV

---

[2]
The following is a DFT calculation (ωB97M-V/def2-TZVPD) of a molecular structure, C38H43F4N5STi.

Last column: Löwdin charge in e.
CARTESIAN COORDINATES (ANGSTROEM)
Ti: -0.05224 -0.54502 0.08662  0.8852
S: 0.88004 0.90984 1.84745  0.7367
F: -1.33235 -0.36036 -4.73468  0.1070
F: -1.03813 -0.44646 -2.08107  0.0268
F: 0.35647 -4.74783 -4.97726  0.1120
F: 0.69187 -4.82869 -2.41799  0.0860
N: -0.13046 -2.46099 -0.71957  -0.1136
N: -0.13297 1.48351 -0.79989  -0.0364
N: 0.36826 -2.19893 1.99008  -0.3055
N: -1.95773 -0.03693 1.06680  0.0294
N: 1.85837 -0.28885 -0.82837  -0.0071
C: -0.65427 1.48058 2.47968  -0.5631
C: 6.69441 0.60667 -0.28370  -0.0303
C: -0.85100 -1.48154 -4.18813  -0.2137
C: 6.59880 -0.21024 -2.65249  -0.0396
C: -4.34185 -0.12917 1.34545  -0.0048
C: 1.19657 6.19964 -1.85711  -0.0344
C: -3.13560 -0.53760 0.72588  -0.2985
C: -0.11696 -3.68257 0.09273  -0.2061
C: -1.19825 2.26226 -0.91187  -0.0743
C: 0.13456 -3.71087 -2.91366  -0.1331
C: 0.68683 5.18171 -4.08873  -0.0356
C: -3.04794 2.41503 3.67452  -0.0330
C: 1.04193 1.92344 -1.28383  -0.1966
C: 1.15659 3.14898 -1.89220  0.0652
C: 0.71832 -3.45847 1.31431  -0.2080
C: -1.84417 2.94360 4.03497  -0.0615
C: -3.08804 1.40636 2.68795  -0.1571
C: 0.04542 3.99782 -1.99603  -0.1257
C: 2.82147 -1.21675 -0.85903  -0.0679
C: -0.21731 -2.62318 -2.10442  -0.1645
C: -0.69794 -1.53697 -2.82622  -0.1488
C: -1.14987 6.11678 -2.68742  -0.0603
C: 4.50845 0.39201 -1.41200  -0.1256
C: -1.14867 3.52476 -1.48496  0.0372
C: -1.91110 0.94180 2.07259  -0.2249
C: 3.49007 1.34089 -1.42041  0.0712
C: 5.97299 0.75119 -1.63396  -0.5549
C: -0.66301 2.47188 3.43844  -0.0992
C: 0.18162 5.36869 -2.65260  -0.5570
C: -0.02093 -3.66619 -4.29266  -0.2090
C: 1.43318 -1.94146 2.97681  -0.1295
C: 6.13744 2.18520 -2.13432  -0.0581
C: 2.18568 0.96469 -1.16304  -0.1999
C: -3.26518 -1.55324 -0.37283  -0.0093
C: -4.31809 0.82994 2.29792  0.0190
C: -0.51396 -2.56946 -4.96503  0.0817
C: 4.13346 -0.92369 -1.15505  0.0250
C: -0.89328 -2.37410 2.72652  -0.0699
H: 7.74688 0.87435 -0.39755  0.0943
H: -3.42587 -1.04803 -1.32808  0.1002
H: -1.54116 6.29980 -1.68429  0.0908
H: 1.15327 -1.11940 3.62679  0.0574
H: 7.19172 2.37522 -2.33794  0.0924
H: -2.05828 4.10368 -1.52854  0.1135
H: -0.00343 4.57439 -4.67776  0.0957
H: 0.77903 6.15558 -4.57269  0.0931
H: -1.70137 -2.62923 2.04267  0.0794
H: -2.12581 1.86331 -0.52408  0.1194
H: -1.14189 -1.44456 3.23500  0.0882
H: 1.66847 4.70526 -4.11981  0.0800
H: 6.64731 -0.41952 0.08628  0.0866
H: 0.29094 -4.53411 -0.43617  0.1119
H: -0.79606 -3.17387 3.46949  0.1047
H: 0.61680 -4.30367 2.00796  0.1348
H: 3.71219 2.37676 -1.62395  0.1067
H: -0.61239 -2.55969 -6.04064  0.1433
H: 1.59965 -2.84454 3.57592  0.0991
H: 0.87044 6.34347 -0.82517  0.0956
H: 5.81559 2.91866 -1.39131  0.0881
H: 2.35919 -1.67169 2.47141  0.0802
H: -1.78991 3.72098 4.78578  0.1128
H: 6.25759 1.26153 0.47306  0.0945
H: 6.63812 -1.23521 -2.28277  0.0784
H: -4.13595 -2.18014 -0.18806  0.0939
H: -1.90640 5.57762 -3.26184  0.0916
H: 6.04931 -0.20731 -3.59607  0.0970
H: -1.00787 7.08790 -3.16275  0.0927
H: 2.18141 5.72844 -1.83855  0.0810
H: 4.85325 -1.73002 -1.15893  0.1223
H: 2.10692 3.46110 -2.30327  0.1144
H: -5.26737 -0.59186 1.03130  0.1212
H: 1.30756 7.18241 -2.31867  0.0931
H: 2.50314 -2.22394 -0.63032  0.1084
H: 7.62525 0.09610 -2.85948  0.0925
H: -5.23064 1.16543 2.77718  0.1294
H: -3.97488 2.74614 4.12621  0.1174
H: 0.28869 2.88717 3.74643  0.1047
H: -1.14166 -3.96762 0.36744  0.1170
H: 1.77359 -3.40020 1.04258  0.1140
H: -2.38774 -2.18435 -0.47230  0.0484
H: 5.58363 2.36152 -3.05987  0.0942

Output
relative energy (zero: lowest compared OMol25 entry of this formula, charge and spin): 0.00 kcal per mole
spin multiplicity: 2
HOMO-LUMO gap (alpha / beta): 7.0 / 6.9 eV
HOMO (alpha / beta): -9.798 / -9.837 eV
total charge: +1

---

[3]
The following is a DFT calculation (ωB97M-V/def2-TZVPD) of a single C3H5NO2 molecule.

Last column: Löwdin charge in e.
CARTESIAN COORDINATES (ANGSTROEM)
O: -1.17475 0.23639 -1.91110  0.0524
O: 1.97549 1.21508 1.06202  0.0658
N: 0.68534 -0.44991 -0.10050  -0.0489
C: -1.51866 0.27478 -0.75315  -0.2353
C: -0.61885 -0.14435 0.37275  -0.1981
C: 1.90782 0.16189 0.47906  -0.2781
H: -2.52755 0.61174 -0.45909  0.1212
H: -1.08977 -1.00388 0.89238  0.1334
H: -0.53057 0.66149 1.10711  0.1274
H: 2.14031 -0.92423 0.41322  0.1372
H: 0.75118 -0.63900 -1.10270  0.1230

Output
structure (SMILES): O=CCNC=O
relative energy (zero: lowest compared OMol25 entry of this formula, charge and spin): 70.64 kcal per mole
HOMO-LUMO gap: 10.5 eV
HOMO: -9.622 eV

---

[4]
The following is a DFT calculation (ωB97M-V/def2-TZVPD) of a molecular structure, C3H3ClOS2.

Last column: Löwdin charge in e.
CARTESIAN COORDINATES (ANGSTROEM)
Cl: -1.65165 0.88487 -0.84410  0.6507
S: -2.02202 0.71640 2.01340  0.7820
S: 1.80405 0.97601 -1.03141  0.9094
O: 1.58787 -0.46105 -1.01809  -0.5155
C: 0.05075 1.87362 1.05828  -0.3359
C: 1.32029 1.89832 0.17091  -0.4276
C: -1.27549 1.23021 0.80855  -1.4221
H: -0.76680 2.92886 1.29398  0.2085
H: 0.18425 1.52793 2.25827  0.1329
H: 1.91475 2.69881 0.37737  0.0175

Output
relative energy (zero: lowest compared OMol25 entry of this formula, charge and spin): 90.23 kcal per mole
HOMO-LUMO gap: 8.1 eV
HOMO: -9.108 eV

---

[5]
The following is a DFT calculation (ωB97M-V/def2-TZVPD) of 3 unconnected molecules or ions with the total composition C2H3I2NO2.

Last column: Löwdin charge in e.
CARTESIAN COORDINATES (ANGSTROEM)
I: 2.46309 -0.09928 -1.49049  0.6186
I: -3.93028 0.83997 -1.14472  0.4559
O: 0.55717 -1.65669 1.69839  0.1961
O: 0.49658 -3.08977 -0.09246  0.1824
N: 0.96877 1.74033 0.27683  -0.0602
C: 0.48927 -2.34657 0.78826  -0.4777
C: 1.99393 0.91340 0.35514  -0.5868
H: -4.34573 -0.57381 -0.95103  -0.4578
H: 0.47660 2.03412 -0.53739  0.0716
H: 0.83059 2.23830 1.09746  0.0579

Output
relative energy (zero: lowest compared OMol25 entry of this formula, charge and spin): 14.57 kcal per mole
HOMO-LUMO gap: 8.9 eV
HOMO: -8.622 eV